1.
Formula: C22H23F4N8O2PdS
Source: OMol25
Level of theory: the ωB97M-V functional and the def2-TZVPD basis

**DFT total energy**: -2365.86885 Eh
**Spin multiplicity**: 1
**Total charge**: +1
**Kohn-Sham gap (spin up / spin down)**: 5.5 / 5.5 eV
**LUMO (spin up / spin down)**: -6.547 / -6.547 eV
**Energy above the lowest of the compared OMol25 structures with the same formula, charge and spin**: 19.83 kcal per mole

```
61
Properties=species:S:1:pos:R:3:forces:R:3:nbo_charge:R:1
Pd -1.702322 -0.888519 0.579255 -0.9 -2.1 0.0 0.7919
N -3.833212 -1.430428 0.255904 0.7 0.1 0.2 -0.6264
N -3.820330 -2.831529 0.239012 0.0 -0.1 0.0 -0.5280
C -2.650167 -3.562845 0.474890 -0.4 0.0 0.0 0.8688
O -2.686777 -4.767953 0.469786 0.1 0.1 0.0 -0.6158
O -1.584601 -2.840103 0.699398 0.4 0.2 0.0 -0.7404
H -4.497548 -1.081291 0.936973 0.0 0.0 0.2 0.3918
H -4.081114 -1.063738 -0.654934 0.0 0.1 -0.1 0.3844
H -4.664503 -3.329606 0.015864 0.0 0.0 0.0 0.4047
C 4.297973 -3.503140 2.245359 0.0 -0.1 -0.1 -0.6138
C 3.662180 -4.657566 1.471141 -0.1 0.1 0.2 -0.3965
C 2.153451 -4.815405 1.677546 0.2 0.2 -0.1 -0.4067
C 1.313006 -3.656767 1.147569 0.0 -0.4 -0.1 -0.2360
N 1.311859 -2.549060 2.115224 -0.1 -0.1 0.0 -0.5351
C 1.021034 -1.285982 1.884420 0.2 0.1 -0.2 0.4019
S 0.590390 -0.783171 0.250284 -0.1 0.2 0.5 -0.1608
N 1.113760 -0.404925 2.878989 0.0 -0.1 0.1 -0.5626
C 1.039881 1.051676 2.771889 0.2 0.2 -0.2 -0.2117
C 2.347373 1.680974 2.294824 0.0 -0.1 0.3 -0.4123
C 3.498710 1.464367 3.276385 0.1 0.1 -0.2 -0.3992
C 4.759464 2.206901 2.841847 -0.1 -0.1 0.1 -0.6008
H 5.383444 -3.549029 2.160164 0.0 0.1 0.0 0.2275
H 4.052372 -3.561883 3.309304 0.0 0.0 0.0 0.1938
H 3.981360 -2.531759 1.861201 0.0 0.0 0.0 0.1933
H 4.141067 -5.589263 1.778055 0.0 0.0 -0.1 0.2149
H 3.861462 -4.530453 0.404248 0.0 -0.1 0.0 0.2031
H 1.940841 -4.958306 2.743940 0.0 -0.1 0.0 0.1924
H 1.827129 -5.722802 1.169710 -0.1 0.0 0.0 0.2365
H 0.286558 -3.971015 0.966907 0.1 0.1 0.1 0.2577
H 1.719516 -3.292265 0.205297 0.0 0.0 0.0 0.2172
H 1.529455 -2.827921 3.062457 0.1 0.1 0.0 0.4027
H 1.441467 -0.755745 3.767494 0.0 0.0 0.0 0.4028
H 0.795288 1.425077 3.766477 -0.1 0.0 0.0 0.2140
H 0.224948 1.307165 2.105175 -0.1 0.0 -0.1 0.2156
H 2.184135 2.754990 2.171279 -0.1 0.0 0.0 0.2221
H 2.609831 1.281468 1.312633 0.0 0.0 0.0 0.2109
H 3.724545 0.396602 3.358527 0.0 0.0 0.1 0.1889
H 3.195492 1.818053 4.266602 0.0 -0.1 0.0 0.1979
H 5.064932 1.897161 1.841138 0.0 0.0 0.0 0.2059
H 5.584725 2.003123 3.523405 0.0 0.0 0.0 0.2192
H 4.586401 3.283368 2.827027 0.0 0.0 0.0 0.2099
F -0.509095 4.497236 -3.306899 0.1 0.1 0.0 -0.2642
C -1.598763 3.791828 -3.529347 -0.3 0.3 -0.9 0.3670
C -2.238216 3.919626 -4.717820 0.7 0.0 0.7 0.3833
F -1.751643 4.745670 -5.610261 0.0 0.2 -0.2 -0.2485
C -3.453030 3.211786 -5.000299 -0.8 0.3 -1.4 -0.1088
C -3.866326 2.260446 -4.011988 0.2 -0.2 0.9 0.3824
C -3.181214 2.090073 -2.860385 -0.4 0.0 -0.8 0.3584
F -3.592202 1.144234 -2.029226 0.0 -0.2 0.4 -0.2972
C -2.054780 2.898917 -2.515356 0.7 -0.2 1.6 -0.0193
C -1.418516 2.843609 -1.266595 -0.5 0.5 -1.5 -0.2902
C -1.701313 1.857397 -0.320170 -0.6 -0.7 0.8 0.4677
N -1.902004 1.021779 0.451701 0.3 1.7 -1.0 -0.3901
C -0.424189 3.772906 -0.847670 0.4 0.2 0.2 0.2377
N 0.357675 4.485634 -0.397460 -0.1 -0.1 0.0 -0.2050
F -4.921775 1.511088 -4.234740 -0.1 -0.1 -0.1 -0.2547
C -4.193391 3.443974 -6.144146 0.7 -0.2 1.0 -0.0781
C -3.728245 4.231375 -7.230891 0.1 0.4 -0.4 0.2116
N -3.413073 4.845179 -8.150634 0.0 -0.1 0.1 -0.1407
C -5.518967 2.959345 -6.305326 -0.5 -0.3 -0.1 0.2148
N -6.614404 2.639439 -6.445154 0.1 0.0 0.0 -0.1500
```
Positions in Å, forces in eV/Å.

2.
Formula: C22H21FeN9O8S
Source: OMol25
Level of theory: the ωB97M-V functional and the def2-TZVPD basis

**DFT total energy**: -3607.68268 Eh
**Spin multiplicity**: 2
**Total charge**: -1
**Kohn-Sham gap (spin up / spin down)**: 6.9 / 7.0 eV
**LUMO (spin up / spin down)**: 1.795 / 1.834 eV
**Energy above the lowest of the compared OMol25 structures with the same formula, charge and spin**: 0.00 kcal per mole

```
62
Properties=species:S:1:pos:R:3:forces:R:3:nbo_charge:R:1
Fe 0.377758 -0.579199 -0.011868 -0.3 2.0 0.2 1.4231
O 1.696839 3.764890 4.039126 -0.1 0.2 0.1 -0.5049
C 1.367130 2.916019 3.258019 -0.1 -0.3 -0.2 0.3947
C -0.028933 2.715602 2.642608 0.2 -0.1 -0.2 0.3750
O -1.002448 3.395670 2.843894 -0.2 0.2 0.1 -0.5282
C 0.112222 1.515826 1.784196 -0.2 0.7 0.2 0.3176
C 1.385871 0.996139 1.909158 0.1 -0.2 0.0 0.1649
O 1.603564 -0.124295 1.268736 1.3 -0.3 0.4 -0.7161
C 2.269519 1.803638 2.727262 -0.2 0.0 0.1 0.3714
O 3.448848 1.687631 3.002097 0.1 -0.2 -0.1 -0.5835
O -0.739531 0.948356 1.034926 0.0 -0.9 -0.8 -0.6747
N 7.130148 2.728729 0.151955 0.0 -0.1 -0.1 -0.8020
C 6.019626 2.042834 -0.336568 0.1 -0.1 0.0 0.1742
C 5.599726 2.219611 -1.656574 0.0 0.0 0.0 -0.2871
C 4.527497 1.501987 -2.151790 0.0 -0.1 0.0 -0.1362
C 3.879944 0.587065 -1.329758 0.1 0.1 0.1 -0.4109
C 4.292715 0.396809 -0.014916 0.0 0.0 -0.1 -0.1496
C 5.357734 1.121983 0.476464 0.0 0.0 0.0 -0.2182
S 2.412563 -0.171377 -1.907850 -0.1 0.0 -0.1 2.3491
O 2.505020 -0.325054 -3.325296 0.0 0.1 -0.1 -0.9157
O 2.160831 -1.396028 -1.141255 -0.3 -0.3 0.8 -0.9642
N 1.203254 0.729015 -1.340700 -0.4 -0.5 0.4 -0.8881
C 0.725603 1.856148 -1.971850 0.0 0.0 0.1 0.5579
N 1.421745 2.370409 -2.992526 0.1 0.0 0.0 -0.4962
C 0.871929 3.400983 -3.621194 0.1 0.0 0.0 0.0918
C -0.335309 3.959186 -3.247351 0.0 0.0 0.1 -0.3643
C -0.922658 3.400598 -2.120170 0.0 0.0 0.0 0.1011
N -0.407999 2.365770 -1.479771 -0.1 -0.1 -0.1 -0.4604
H 7.372084 3.571156 -0.341834 0.0 0.1 0.0 0.3728
H 7.160121 2.829840 1.153178 0.0 0.1 0.0 0.3818
H 6.113229 2.936387 -2.288141 0.0 0.0 0.0 0.2016
H 4.166919 1.645431 -3.161516 0.0 0.0 0.0 0.2455
H 3.758744 -0.299585 0.614840 0.0 0.1 0.0 0.2582
H 5.653640 1.001527 1.510867 0.0 0.0 0.0 0.2203
H 1.438448 3.795504 -4.459856 0.0 0.0 0.0 0.1846
H -0.780317 4.785123 -3.782417 0.0 0.0 0.0 0.2150
H -1.846710 3.797614 -1.710035 0.0 0.0 0.0 0.1920
O -1.624316 -1.577486 -3.505829 0.0 0.1 0.1 -0.6015
C -1.188508 -1.371229 -2.422794 0.0 -0.1 -0.1 0.8115
N -0.802820 -1.203388 -1.310761 -0.3 -0.2 -0.1 -0.8438
C -1.879952 -2.411113 1.022593 -0.2 -0.2 0.2 -0.0795
N -0.602468 -1.903575 1.586621 0.4 0.3 -1.0 -0.4925
C 0.263140 -3.061162 1.893798 0.0 -0.1 0.1 -0.0813
N -0.378240 -3.977597 2.833007 0.0 0.1 0.0 -0.4627
C -1.646685 -4.428095 2.249563 0.0 0.1 0.0 -0.0775
N -2.551737 -3.314873 1.953320 0.1 0.0 0.1 -0.4650
C -2.806193 -2.589198 3.200391 0.0 0.0 0.0 -0.0770
N -1.570269 -2.093437 3.808913 0.1 -0.1 -0.1 -0.4610
C -0.914758 -1.200484 2.854667 0.0 -0.1 0.3 -0.0877
C -0.684306 -3.232506 4.059438 0.0 0.0 0.0 -0.0778
H -1.671070 -2.936992 0.094790 0.0 0.0 0.0 0.2250
H -2.519925 -1.556892 0.805645 0.0 0.0 0.0 0.2231
H 1.195544 -2.695203 2.325435 0.0 0.1 -0.1 0.2178
H 0.482622 -3.590339 0.964701 0.0 0.0 0.0 0.2082
H -2.135925 -5.100543 2.956821 0.0 0.0 0.0 0.1915
H -1.437011 -4.970427 1.325850 0.0 0.0 0.0 0.1989
H -3.308045 -3.257106 3.903551 0.0 0.0 0.0 0.1903
H -3.458327 -1.740361 2.988958 0.0 0.0 0.0 0.2030
H 0.013766 -0.831067 3.290164 0.0 0.0 -0.1 0.2153
H -1.565586 -0.359800 2.635487 0.0 0.0 0.0 0.2379
H -1.160898 -3.908254 4.772325 0.0 0.0 0.0 0.1917
H 0.248263 -2.863037 4.489447 0.0 0.0 0.0 0.2005
```
Positions in Å, forces in eV/Å.